[1]
Formula: C20H20NO5
Source: the Open Molecules 2025 dataset
Level of theory: the ωB97M-V functional and the def2-TZVPD basis

Summary:
lowest unoccupied orbital energy	1.52	eV
HOMO	-3.285	eV
total charge	-1

Element x y z (Å)
1 O -2.2291 -1.2415 2.0027
2 C -3.4816 1.5513 1.7623
3 H -1.9549 -1.5540 -1.3050
4 H 1.8208 1.8320 -1.4587
5 H 0.0454 -1.1523 1.0914
6 O -2.4379 1.4536 0.7548
7 C -3.8625 -2.1885 0.4946
8 C 1.6072 -1.6246 -3.2150
9 H 2.3776 -1.3170 0.5859
10 C -1.2248 1.3155 1.3487
11 H 1.4487 -1.6863 -4.2915
12 C 2.9020 -1.9027 -2.7304
13 C 3.2961 2.4582 0.0251
14 H -3.5491 0.5784 2.2662
15 C 1.1522 1.4375 0.5935
16 H -3.7626 -2.9041 -0.3296
17 C -0.2742 -1.0782 0.0321
18 C 3.1942 -1.7247 -1.3519
19 C 0.5766 -1.3849 -2.3077
20 O 3.6552 -2.6164 -4.8192
21 H -4.5282 -1.3606 0.1965
22 C 3.6658 2.5033 1.3856
23 C 2.0822 1.9084 -0.3897
24 H -0.5692 1.1612 -0.7269
25 H 0.9603 0.8347 2.6707
26 C -4.7474 1.8926 1.0385
27 H 4.6233 2.9385 1.6994
28 C -2.5174 -1.5989 0.8402
29 H -4.2783 -2.7070 1.3612
30 H 4.2294 -1.8530 -1.0128
31 H -5.6248 1.6885 1.6781
32 O 5.0221 -2.7153 -3.1113
33 C -1.5906 -1.4078 -0.2641
34 C 2.8385 1.8762 2.3338
35 C 0.8074 -1.3775 -0.9181
36 C 1.6126 1.3213 1.9394
37 H -3.2166 2.3320 2.4932
38 H -4.7359 2.9720 0.8008
39 H 3.9900 2.8233 -0.7309
40 H 3.1633 1.7875 3.3718
41 O -1.0784 1.4657 2.5688
42 H -4.8568 1.3281 0.0955
43 H -0.4137 -1.1355 -2.6960
44 N 3.9022 -2.4320 -3.5994
45 C -0.1923 0.9831 0.3011
46 C 2.1531 -1.4799 -0.4735

Cartesian forces, eV/Å:
-0.504 -0.708 -0.483
0.159 -0.209 -0.180
0.389 -0.030 0.918
0.118 0.217 0.614
-0.414 -0.432 -0.667
-0.245 0.105 1.114
-0.238 -0.019 0.019
0.496 -0.639 0.257
-0.174 -0.153 -0.391
0.856 -0.378 0.385
-0.103 0.058 0.338
-1.159 0.565 1.277
0.071 -0.183 0.268
0.195 0.274 -0.019
1.095 -0.113 0.369
-0.144 0.235 0.058
0.514 0.840 1.376
0.053 -0.621 -0.815
0.348 0.223 -0.269
0.088 0.473 2.311
0.051 -0.364 0.085
-0.209 -0.423 -0.128
-0.580 -0.171 0.793
0.303 0.143 0.768
0.366 0.327 -0.337
-0.668 0.542 -0.344
-0.427 -0.157 -0.245
1.546 0.843 -0.745
-0.041 0.163 -0.027
-0.588 0.089 -0.121
0.325 0.108 -0.260
-1.911 0.500 -0.714
-1.698 -1.129 0.213
-0.145 -0.115 -0.728
0.866 1.033 -0.492
0.432 0.405 -0.213
-0.070 -0.403 -0.249
-0.207 -0.436 -0.101
-0.113 0.034 0.150
-0.117 0.103 -0.236
-0.088 -0.079 -1.947
0.074 0.156 0.447
0.306 -0.246 0.203
2.214 -0.772 -1.763
-0.677 0.145 -0.483
-0.344 0.200 -0.007

---

[2]
Formula: C20H21AsGeN3ReS5
Source: the Open Molecules 2025 dataset
Level of theory: the ωB97M-V functional and the def2-TZVPD basis

Summary:
lowest unoccupied orbital energy	-6.69	eV
HOMO	-13.410	eV
total charge	+2

Element x y z (Å)
1 H 1.1982 0.6941 -1.5337
2 Re 0.2772 0.6526 0.9809
3 Ge -0.5416 -2.9672 2.5274
4 S 1.0759 3.8895 4.1510
5 H 4.0156 -1.4518 5.7084
6 N 0.5491 2.5730 -1.4929
7 H 1.4255 -7.5126 2.2015
8 As -0.7189 3.4573 5.5163
9 H 1.4101 -5.1430 2.8814
10 C -1.4226 -6.5343 0.6263
11 C -0.6947 2.8935 -1.1179
12 C 1.8887 -1.6938 5.6482
13 C -2.8694 -2.6273 3.9794
14 H -0.0681 -1.7789 -0.3314
15 N 1.1919 1.4750 -0.8856
16 H -0.3843 -8.4019 0.7836
17 C 0.9799 -2.4570 3.5486
18 C 0.6280 -6.8611 1.8715
19 H -2.2334 4.1560 -1.4274
20 C 3.3561 -2.1345 3.7863
21 S -1.4944 1.9950 0.0893
22 H -5.7241 -0.8241 3.8229
23 C -0.4348 -4.7005 1.8376
24 C -4.1371 -0.7417 2.3837
25 H -0.8866 4.4335 -2.4658
26 C -1.4535 -5.2092 1.0135
27 C 2.2695 -2.4955 3.0071
28 H -4.5891 -2.4927 5.2479
29 C -4.7470 -1.1959 3.5447
30 C -2.8862 -1.2154 2.0172
31 C 0.6188 -5.5311 2.2530
32 H -4.6417 -0.0203 1.7543
33 H 0.9992 3.0145 -2.2814
34 H 2.1470 1.7286 -0.6465
35 C -4.1142 -2.1354 4.3442
36 H -2.2642 -4.5681 0.6868
37 C 0.7924 -2.0401 4.8708
38 C -0.3902 -7.3573 1.0666
39 H 4.3536 -2.1624 3.3685
40 C -2.2455 -2.1607 2.8163
41 C 0.0879 -0.8802 0.2584
42 N -1.2867 3.9295 -1.6895
43 H 2.4256 -2.8024 1.9790
44 S 1.0126 0.6778 3.1094
45 C 3.1643 -1.7381 5.1049
46 H -0.2032 -1.9873 5.2975
47 H -2.2006 -6.9324 -0.0107
48 H -2.4195 -0.8469 1.1155
49 S -1.8736 2.1681 4.5194
50 H 1.7453 -1.3851 6.6750
51 S 0.8447 2.7104 2.5072
52 H -2.3989 -3.3810 4.6042

Cartesian forces, eV/Å:
0.204 -0.063 -0.029
-0.289 1.153 -1.364
0.127 0.112 0.437
-0.042 -0.131 -0.037
0.000 -0.032 0.006
-0.051 0.224 -0.058
-0.012 -0.006 0.006
0.075 0.257 0.179
-0.003 -0.007 0.019
-0.022 -0.010 -0.014
0.017 0.105 0.000
-0.036 -0.045 0.025
0.020 0.007 -0.063
-0.057 0.051 -0.090
-0.129 -0.033 0.557
0.019 0.013 -0.029
0.084 0.295 0.107
0.017 0.010 0.031
-0.005 0.013 0.011
0.007 0.000 -0.016
-0.178 -0.435 0.271
0.009 0.009 0.003
-0.039 -0.182 -0.487
0.013 -0.002 -0.039
0.019 0.039 0.027
0.093 0.031 0.072
-0.037 -0.109 0.076
-0.003 -0.008 -0.008
-0.019 0.009 0.008
-0.019 -0.051 0.091
-0.064 0.026 -0.118
0.003 0.003 0.012
0.100 -0.029 -0.004
0.048 0.092 -0.111
0.011 -0.018 0.027
-0.025 -0.012 0.033
0.037 -0.004 -0.037
-0.013 -0.021 -0.007
-0.004 0.001 0.001
-0.183 0.084 0.045
-0.122 -1.408 0.176
-0.017 -0.148 -0.115
0.010 -0.012 0.006
0.080 -0.103 -0.026
0.016 0.030 -0.005
0.002 0.040 -0.005
-0.005 -0.013 0.023
-0.004 -0.008 -0.030
-0.184 -0.202 -0.208
0.001 -0.007 -0.001
0.568 0.497 0.638
-0.019 -0.002 0.016

---

[3]
Formula: C20H21BrN2O4
Source: the Open Molecules 2025 dataset
Level of theory: the ωB97M-V functional and the def2-TZVPD basis

Summary:
lowest unoccupied orbital energy	-0.11	eV
HOMO	-8.467	eV
SMILES	COc1ccccc1C(=O)N/C(=C\c1ccc(Br)cc1)C(=O)NCCCO

Element x y z (Å)
1 H -3.4130 -1.3444 -1.3220
2 C 4.9402 0.6638 -0.5496
3 C -2.7922 -2.2057 -1.0793
4 H 5.3984 2.6610 -1.1717
5 C -3.5602 2.5569 -0.4051
6 C 1.1929 2.5252 0.5204
7 O 1.8524 -0.1510 1.2725
8 N -0.0947 0.3747 0.2450
9 H -2.2491 0.3005 1.7456
10 N 2.1895 2.1152 -0.2842
11 H -3.2987 3.4559 -0.9426
12 C 1.5469 -2.8214 0.9119
13 H -1.1532 3.5384 0.4666
14 C -1.2410 2.4623 0.4324
15 H 3.3869 3.7912 -0.5070
16 C -2.9585 0.7728 1.0834
17 H -3.3243 -2.8450 -0.3700
18 C -4.8396 2.0485 -0.5098
19 H 4.0892 1.9064 -2.0892
20 C -5.1667 0.8954 0.1849
21 O -1.6165 -1.6697 -0.5121
22 C 1.4410 -4.1902 0.7847
23 H 2.2395 -4.8318 1.1213
24 H 2.1322 1.2467 -0.7921
25 C 0.2976 -4.7246 0.2197
26 H 0.1880 -5.7929 0.1094
27 C 0.8262 -0.5103 0.7115
28 O 1.2745 3.5138 1.2239
29 O 3.9146 -0.2975 -0.5731
30 H 3.3555 -0.1918 0.2160
31 H -2.5768 -2.7650 -1.9936
32 H -0.9635 -0.0153 -0.1026
33 C -0.6213 -2.5106 -0.0899
34 C -0.7204 -3.8929 -0.2106
35 H -1.6008 -4.3357 -0.6473
36 C 4.5086 2.0357 -1.0892
37 C 3.4939 2.7439 -0.2023
38 H -5.5788 2.5414 -1.1224
39 C -0.0963 1.7579 0.4162
40 C -2.5901 1.9154 0.3685
41 Br -6.9222 0.1639 0.0242
42 H 3.8249 2.7417 0.8430
43 H 2.4270 -2.3773 1.3508
44 H 5.3442 0.7800 0.4635
45 H 5.7344 0.2695 -1.1922
46 C -4.2399 0.2641 0.9973
47 C 0.5390 -1.9550 0.4868
48 H -4.5196 -0.6143 1.5586

Cartesian forces, eV/Å:
0.000 -0.091 0.016
0.320 0.388 -0.347
-0.294 -0.044 -0.173
0.015 0.053 -0.040
0.151 -0.136 0.076
0.027 -0.055 -0.331
-0.060 -0.033 0.263
-0.253 -0.190 -0.205
0.082 -0.056 0.037
0.154 0.005 -0.312
0.035 0.099 -0.056
-0.107 0.114 -0.041
0.137 0.071 0.027
0.702 -0.081 0.047
0.080 -0.094 0.119
-0.026 0.231 -0.015
0.040 0.015 -0.012
-0.187 -0.089 0.010
0.059 0.024 -0.097
-0.206 -0.106 -0.015
0.507 -0.085 0.228
-0.012 -0.095 -0.015
0.082 -0.051 0.032
-0.123 0.054 0.097
0.066 0.105 0.043
-0.018 -0.090 -0.013
-0.100 0.224 -0.037
0.010 0.141 0.149
-0.422 -0.165 0.139
0.081 -0.118 -0.085
0.029 0.007 0.058
0.201 -0.108 -0.066
0.102 -0.028 0.038
-0.275 0.061 -0.132
-0.087 0.002 -0.042
-0.088 -0.372 0.360
0.072 0.281 -0.070
-0.051 0.024 -0.040
-0.384 0.582 0.398
-0.331 -0.225 -0.029
0.261 0.115 0.030
0.013 0.054 -0.062
0.034 0.038 0.019
0.029 -0.005 -0.036
0.010 0.080 0.136
-0.206 -0.043 -0.058
-0.036 -0.349 -0.040
-0.031 -0.064 0.047

---

[4]
Formula: C20H21ClN6O4S
Source: the Open Molecules 2025 dataset
Level of theory: the ωB97M-V functional and the def2-TZVPD basis

Summary:
lowest unoccupied orbital energy	0.27	eV
HOMO	-8.518	eV
SMILES	CCOC(=O)N1CCN(C(=O)CSc2nc3c(cnn3-c3ccc(Cl)cc3)c(=O)[nH]2)CC1

Element x y z (Å)
1 H 6.5287 0.6673 3.3612
2 N 1.8682 -0.0423 -0.4384
3 C 5.6883 0.8136 4.0489
4 C 2.7367 -1.6127 1.2071
5 C -3.8416 -3.0774 0.4818
6 C -3.6857 -1.1288 -1.0141
7 C 2.1856 0.6477 1.8792
8 H 3.4788 -2.3926 1.3809
9 C -5.2939 1.4308 -3.1077
10 H -0.5088 -0.9775 -2.5876
11 C 0.3631 -1.2203 -1.9804
12 C 2.2162 1.0828 0.4100
13 H -6.6555 -1.7884 0.1861
14 C -5.7605 -1.4419 -0.2887
15 H 1.1647 0.3569 2.1509
16 N -2.4601 -3.1357 0.1694
17 C 2.7571 -1.1689 -0.2627
18 N -4.5206 -0.1949 -1.5209
19 C 5.7454 2.1776 4.7099
20 N -5.7769 -0.3990 -1.0797
21 H 2.5125 1.4597 2.5255
22 N 3.0526 -0.4933 2.0634
23 O 4.4666 0.7256 3.3127
24 C 4.2621 -0.4466 2.6803
25 N -2.3639 -1.2796 -1.2690
26 Cl -3.4573 4.2613 -5.2158
27 C 0.7284 0.0061 -1.1568
28 C -2.7120 2.4057 -3.4051
29 H -5.8631 2.9199 -4.5346
30 C -4.2420 0.8658 -2.3915
31 C -2.9504 1.3605 -2.5324
32 H 1.1856 -1.5630 -2.6059
33 C -3.7607 2.9564 -4.1248
34 H 3.2216 1.4275 0.1470
35 O 5.0484 -1.3639 2.6858
36 H 1.7409 -1.9890 1.4624
37 C -1.8185 -2.2804 -0.6654
38 O -4.3209 -3.8989 1.2240
39 H -1.9436 -3.8981 0.5930
40 H 2.4754 -2.0056 -0.8974
41 H 5.7124 2.9616 3.9580
42 H 5.7141 0.0085 4.7911
43 H -6.2896 1.0421 -2.9676
44 H 1.4955 1.8805 0.2268
45 H 3.7733 -0.8514 -0.5248
46 C -4.4567 -1.9706 -0.1946
47 S -0.1204 -2.6235 -0.9237
48 C -5.0542 2.4775 -3.9752
49 H 4.9006 2.3041 5.3814
50 O 0.0139 0.9899 -1.1783
51 H -1.7121 2.7942 -3.5127
52 H -2.1347 0.9531 -1.9579
53 H 6.6670 2.2677 5.2770

Cartesian forces, eV/Å:
-0.129 -0.019 0.127
0.299 0.180 0.119
0.477 -0.039 0.224
0.258 -0.256 -0.190
0.064 0.142 -0.119
-0.414 -0.831 0.643
0.001 0.379 -0.155
-0.127 0.045 -0.028
0.080 -0.156 0.097
0.189 0.046 0.002
-0.301 -0.128 0.231
-0.245 0.281 0.325
-0.233 -0.026 0.076
0.308 -0.030 -0.090
0.028 0.076 -0.016
0.202 -0.157 0.055
0.023 -0.334 0.288
0.427 -0.684 0.497
-0.204 -0.341 -0.270
-0.845 0.193 0.130
-0.115 -0.065 -0.058
-0.119 0.061 0.034
-0.225 0.093 -0.101
-0.092 -0.014 0.095
0.192 0.055 -0.120
0.048 0.197 -0.162
-0.099 -0.215 -0.344
-0.158 0.084 -0.126
-0.057 0.045 -0.053
0.042 0.709 -0.623
-0.140 -0.128 0.156
-0.037 -0.061 0.016
-0.024 -0.208 0.176
-0.022 0.009 0.027
0.374 -0.167 0.058
0.045 0.010 -0.048
-0.064 0.451 -0.336
-0.156 -0.150 0.147
-0.143 0.084 -0.003
0.077 0.063 -0.050
0.029 0.119 -0.034
0.021 0.100 -0.140
-0.065 -0.001 -0.025
0.148 -0.080 0.011
-0.046 -0.104 -0.031
0.249 0.520 -0.407
0.367 -0.216 -0.094
0.174 0.058 0.000
-0.049 0.058 0.104
-0.272 0.245 -0.077
0.092 0.057 -0.019
0.078 0.021 0.016
0.091 0.030 0.065

---

[5]
Formula: C20H21CrN3O2S2
Source: the Open Molecules 2025 dataset
Level of theory: the ωB97M-V functional and the def2-TZVPD basis

Summary:
lowest unoccupied orbital energy (alpha / beta)	-0.51 / -0.64	eV
HOMO (alpha / beta)	-5.844 / -8.198	eV
2S+1	5

Element x y z (Å)
1 H 0.0559 -2.8837 -0.0649
2 H 0.6708 2.9312 -1.9865
3 H -3.4468 1.6779 -2.0512
4 C 1.8523 -3.7582 -0.9000
5 C 0.1566 0.0081 3.5411
6 C 2.3319 0.1228 -2.4325
7 C -4.3218 1.5869 -1.4098
8 S 1.2725 0.6779 2.3177
9 C 2.2036 -1.2473 -1.9615
10 C -0.7762 -0.4315 5.7066
11 H -0.7229 -0.3452 6.7933
12 H 3.6711 -4.3208 -1.9588
13 H 3.9716 -2.0168 -2.9119
14 N 1.3556 0.9803 -2.0048
15 C 3.4485 1.8873 -3.6556
16 H 1.1167 0.6180 5.3545
17 N 0.1714 0.1878 1.0702
18 H 4.0956 -0.1824 -3.6182
19 C 3.3734 0.5543 -3.2702
20 N 1.1012 -1.4914 -1.1972
21 C 3.1374 -2.2569 -2.2556
22 H -4.3721 2.4698 -0.7662
23 Cr -0.1561 0.1990 -0.8270
24 H -5.2104 1.6036 -2.0462
25 H 2.4966 3.8259 -3.4228
26 C 0.2522 0.1154 4.9195
27 H 1.6748 -4.7288 -0.4394
28 H -5.1077 0.3208 0.1683
29 C 1.4517 2.2810 -2.3645
30 H -2.1506 1.9024 -0.3898
31 C -1.1775 1.9500 -0.8964
32 S -1.7294 -1.1999 0.2277
33 O 2.4700 -0.1054 2.1377
34 C -0.9338 -0.6454 2.9462
35 H -1.3484 2.3114 -1.9254
36 C 2.4742 2.7667 -3.1752
37 C 0.9461 -2.7264 -0.6750
38 H 4.2468 2.2187 -4.3199
39 H -2.7758 -1.7036 3.2311
40 H -4.4497 -0.5710 -1.2144
41 C -0.8570 -0.5583 1.5205
42 H -3.3628 0.1708 -0.0321
43 C -4.3106 0.3088 -0.5809
44 C -1.8733 -1.0921 5.1220
45 H -0.5970 2.7225 -0.3653
46 C -1.9504 -1.2043 3.7345
47 C 2.9626 -3.5289 -1.7228
48 O 1.3278 2.1188 2.3017
49 H -2.6590 -1.5200 5.7494

Cartesian forces, eV/Å:
0.337 0.079 -0.205
0.173 -0.109 -0.104
-0.116 -0.060 0.046
-0.037 0.190 -0.062
-0.275 -0.189 1.033
-0.015 1.046 -0.287
-0.548 -0.024 -0.089
-1.713 -0.367 -2.330
-0.331 -0.953 0.409
-0.076 -0.102 -0.168
0.008 -0.018 -0.336
-0.167 0.157 0.131
-0.148 -0.262 0.280
0.519 0.081 -0.641
-0.156 -0.321 0.143
-0.328 -0.130 0.067
0.636 -0.170 3.691
-0.103 0.388 0.051
-0.278 -0.078 0.171
0.632 -0.544 -0.280
-0.344 0.145 0.108
0.122 -0.040 -0.108
1.076 0.000 -2.727
-0.003 0.080 -0.024
-0.026 -0.256 0.033
-0.112 -0.114 -0.038
0.063 0.238 -0.157
-0.073 -0.049 -0.117
0.499 -0.172 -0.251
0.338 0.131 -0.113
-0.471 0.651 0.204
-0.993 -1.150 1.106
-0.421 0.457 0.635
-0.169 0.022 1.830
-0.079 -0.036 0.241
-0.176 -0.118 0.211
0.515 -0.114 -0.252
-0.236 -0.020 0.220
0.093 0.101 0.172
0.042 -0.026 0.070
1.925 0.931 -2.313
-0.958 0.427 -0.466
0.162 0.220 0.279
0.515 0.227 -0.011
-0.045 -0.083 -0.061
0.459 0.190 -0.368
-0.227 0.385 -0.037
0.205 -0.838 0.613
0.304 0.196 -0.197